[1]
ORCA calculation (ωB97M-V/def2-TZVPD) on a 2-piece molecular cluster, C3H8NOS overall at a distorted geometry.

```
14
Properties=species:S:1:pos:R:3:lowdin_charge:R:1
C 0.33171 2.06131 -0.67967 0.1019
C -0.20988 0.95623 0.18584 -0.5517
C -1.66894 -1.26476 1.04423 -0.2506
N 1.69733 -0.78056 -0.33481 0.0094
O -0.64739 0.95619 -1.05464 0.0725
S -0.53211 0.07138 1.56725 1.1152
H -0.01163 3.04267 -0.52820 0.1166
H 1.27866 1.97117 -1.14038 0.1117
H -1.79504 -1.33853 -0.04065 0.0753
H -2.61904 -1.09300 1.57409 0.0723
H -1.33891 -2.15369 1.38176 0.0073
H 2.43376 -0.06590 -0.47281 0.0499
H 1.00277 -0.62576 -1.05491 0.0062
H 2.07873 -1.73676 -0.44710 0.0640
```

Properties
ΔE to the lowest compared entry with this formula, charge and spin (kcal/mol): 62.6
Multiplicity: 1
Charge: +1
Frontier orbital gap (Eh): 0.3261
E_LUMO (eV): -5.126
E_tot (eV): -17603.7175

---

[2]
ORCA calculation (ωB97M-V/def2-TZVPD) on an isolated ion of composition C3H8NOS and charge +1 at a distorted geometry.

```
14
Properties=species:S:1:pos:R:3:lowdin_charge:R:1
C 2.13426 -0.93888 -0.73854 -0.3230
S 1.38684 -0.45825 0.87766 0.8395
C -0.54049 -0.19378 0.29560 -0.6681
N -1.10921 0.85951 1.21294 0.1961
C -1.46535 -0.99740 -0.48875 0.0031
O -0.72267 0.16687 -1.00102 -0.0434
H 3.01198 -0.27619 -0.77580 0.0516
H 1.27561 -0.64466 -1.40193 0.0484
H 2.28146 -1.96512 -0.52510 0.0125
H -1.91737 1.39119 0.81482 0.1846
H -0.37918 1.65796 1.33207 0.2009
H -1.50920 0.43432 2.08817 0.1952
H -1.02803 -1.96425 -0.85379 0.1474
H -2.57852 -0.77784 -0.56522 0.1552
```

Properties
ΔE to the lowest compared entry with this formula, charge and spin (kcal/mol): 53.4
Multiplicity: 1
SMILES: CS[C@]1([NH3+])CO1
Charge: +1
Frontier orbital gap (Eh): 0.3528
E_LUMO (eV): -3.807
E_tot (eV): -17604.1177

---

[3]
ORCA calculation (ωB97M-V/def2-TZVPD) on a 2-piece molecular cluster, C3H8NOS overall at a distorted geometry.

```
14
Properties=species:S:1:pos:R:3:lowdin_charge:R:1
C 0.85689 1.86500 -0.46564 -0.0324
C 0.85216 0.51372 -0.16343 -0.5961
C 0.94736 -1.70645 1.38718 -0.2503
N -2.05122 -0.09797 -1.03229 -0.0286
O 0.68534 1.35943 0.84678 0.1311
S 0.94663 -1.07038 -0.34035 1.1537
H 1.83718 2.31779 -0.49561 0.1415
H 0.19853 2.46126 -1.04975 0.1356
H 1.45544 -0.99307 2.03250 0.0595
H 1.54125 -2.68977 1.48742 0.0996
H -0.08422 -2.02358 1.57965 0.0618
H -2.62488 -0.86054 -1.34256 0.0038
H -1.68089 0.47177 -1.84988 0.0468
H -2.87957 0.45277 -0.59402 0.0740
```

Properties
ΔE to the lowest compared entry with this formula, charge and spin (kcal/mol): 65.9
Multiplicity: 1
Charge: +1
Frontier orbital gap (Eh): 0.3314
E_LUMO (eV): -5.141
E_tot (eV): -17603.5732

---

[4]
ORCA calculation (ωB97M-V/def2-TZVPD) on a 3-piece molecular cluster, C3H8NOS2 overall at a distorted geometry.

```
15
Properties=species:S:1:pos:R:3:lowdin_charge:R:1
N 0.36335 -1.02031 0.22584 0.0020
C 0.81481 0.31568 0.26800 -0.2923
C -3.72261 -4.06410 2.45026 -0.1398
O -4.56459 -3.43304 1.86687 -0.0157
C 0.00704 1.36598 0.20872 -0.0294
S 4.69083 3.56763 -4.29308 -0.5163
S 3.41121 5.01217 -3.74545 -0.1962
H -0.52650 -1.12105 -0.25060 0.0735
H 0.99121 -1.63019 -0.25953 0.0600
H 1.87269 0.33167 0.47944 0.0999
H -3.13571 -4.76379 1.84333 0.0771
H -3.55718 -3.91399 3.52396 0.0780
H 0.40581 2.36801 0.29584 0.0428
H -1.06962 1.33920 0.11150 0.0435
H 4.01927 5.64616 -2.72511 -0.2871
```

Properties
ΔE to the lowest compared entry with this formula, charge and spin (kcal/mol): 14.7
Multiplicity: 1
Charge: -1
Frontier orbital gap (Eh): 0.1429
E_LUMO (eV): 2.050
E_tot (eV): -28448.1041

---

[5]
ORCA calculation (ωB97M-V/def2-TZVPD) on a 2-piece molecular cluster, C3H8NS overall at a distorted geometry.

```
13
Properties=species:S:1:pos:R:3:lowdin_charge:R:1
S 1.74560 -1.08881 0.23911 -0.0475
H 2.59481 -0.63135 -0.69027 -0.4013
C -1.78763 -0.68710 -1.21861 -0.0688
C -1.61079 0.46099 -0.51159 -0.3086
N -0.34995 0.94813 -0.15331 -0.1838
C -0.23668 1.49247 1.20683 -0.1884
H -0.90931 -1.39574 -1.33808 0.0279
H -2.79566 -0.98815 -1.64402 0.0290
H -2.47798 1.02816 -0.23878 0.0724
H 0.43222 0.22892 -0.27948 -0.1232
H 0.83816 1.85069 1.30995 0.0747
H -0.90384 2.36605 1.29777 0.0569
H -0.44774 0.72728 1.97045 0.0607
```

Properties
ΔE to the lowest compared entry with this formula, charge and spin (kcal/mol): 21.4
Multiplicity: 1
Charge: -1
Frontier orbital gap (Eh): 0.2653
E_LUMO (eV): 4.250
E_tot (eV): -15566.1146

---

[6]
ORCA calculation (ωB97M-V/def2-TZVPD) on a 2-piece molecular cluster, C3H8NS overall.

```
13
Properties=species:S:1:pos:R:3:lowdin_charge:R:1
C 1.35019 -2.14089 1.99315 -0.5416
S 1.06489 -0.79370 0.81824 0.5716
H 0.63917 -1.98679 2.80410 0.0256
H 1.13366 -3.08256 1.50067 0.0124
H 2.35490 -2.04709 2.38614 0.0138
C -0.38803 1.98878 -0.62457 -0.1909
C -1.46088 0.38423 -1.88516 -0.1068
N -1.60208 1.36228 -1.11589 -0.0829
H 0.49799 1.68351 -1.18449 0.0621
H -0.27106 1.79015 0.44017 0.0405
H -0.54001 3.06588 -0.65987 0.0697
H -2.29231 -0.20740 -2.26398 0.0616
H -0.48641 -0.01639 -2.20852 0.0650
```

Properties
ΔE to the lowest compared entry with this formula, charge and spin (kcal/mol): 19.9
Multiplicity: 2
⟨S²⟩: 0.753
Frontier orbital gap (alpha / beta) (Eh): 0.3808 / 0.2581
E_LUMO (alpha / beta) (eV): 0.988 / -1.949
E_tot (eV): -15563.6596

---

[7]
ORCA calculation (ωB97M-V/def2-TZVPD) on a 2-piece molecular cluster, C3H8NS overall at a distorted geometry.

```
13
Properties=species:S:1:pos:R:3:lowdin_charge:R:1
C -2.61829 0.95859 1.15452 -0.5740
S -1.35841 2.21250 1.36267 0.5571
H -2.46508 0.22442 1.94543 0.0173
H -2.73417 0.45404 0.19527 0.0270
H -3.55490 1.48601 1.34392 0.0221
C 2.46462 -1.23572 -1.08418 -0.1473
C 0.53912 0.09636 -0.39427 -0.1260
N 1.66130 -0.06255 -0.91501 -0.0838
H 3.11458 -1.18549 -1.95210 0.0630
H 3.08976 -1.44982 -0.20501 0.0755
H 1.82200 -2.09981 -1.25297 0.0748
H -0.14454 0.85389 -0.79646 0.0318
H 0.18401 -0.25242 0.59818 0.0626
```

Properties
ΔE to the lowest compared entry with this formula, charge and spin (kcal/mol): 41.1
Multiplicity: 2
⟨S²⟩: 0.753
Frontier orbital gap (alpha / beta) (Eh): 0.3424 / 0.2401
E_LUMO (alpha / beta) (eV): 0.803 / -1.943
E_tot (eV): -15562.7379

---

[8]
ORCA calculation (ωB97M-V/def2-TZVPD) on C3H8NS as an isolated structure at a distorted geometry.

```
13
Properties=species:S:1:pos:R:3:lowdin_charge:R:1
C -0.75279 0.52225 -1.62084 -0.5476
C 0.43540 1.14296 0.86534 0.1109
C 0.14117 -0.08970 -0.65135 -0.2920
N -0.48446 -1.26958 -0.02624 0.1094
S -2.26442 -0.04603 -1.83323 0.8597
H -0.37739 1.34963 -2.20944 0.0820
H 1.06328 1.92142 0.46345 0.0591
H 0.92298 0.52600 1.59968 0.0530
H -0.55085 1.49007 1.12175 0.0584
H 1.16327 -0.24530 -0.97634 0.1387
H -0.57944 -1.18140 0.99028 0.1598
H -0.00532 -2.14793 -0.24192 0.1747
H -1.47677 -1.24564 -0.49152 0.0340
```

Properties
ΔE to the lowest compared entry with this formula, charge and spin (kcal/mol): 26.8
Multiplicity: 1
Charge: +1
Frontier orbital gap (Eh): 0.3262
E_LUMO (eV): -5.181
E_tot (eV): -15557.4973

---

[9]
ORCA calculation (ωB97M-V/def2-TZVPD) on one molecule with the formula C3H8O at a distorted geometry.

```
12
Properties=species:S:1:pos:R:3:lowdin_charge:R:1
C 0.95002 -0.01797 -0.98008 -0.0984
C 0.35232 -0.39009 0.35043 -0.3140
C -0.68057 0.43777 0.91271 -0.3007
O -1.69536 0.68075 -0.10882 -0.1460
H 0.19306 -0.09600 -1.80545 0.0945
H 1.48226 0.85557 -0.94744 0.0378
H 1.78685 -0.73034 -1.14209 0.0846
H -0.04950 -1.40146 0.20512 0.1090
H 1.08699 -0.57887 1.19840 0.1362
H -0.33405 1.44035 1.10720 0.1130
H -1.19949 0.03050 1.83834 0.1336
H -1.89252 -0.23021 -0.62833 0.1504
```

Properties
ΔE to the lowest compared entry with this formula, charge and spin (kcal/mol): 21.9
Multiplicity: 1
SMILES: CCCO
Frontier orbital gap (Eh): 0.4119
E_LUMO (eV): 0.997
E_tot (eV): -5287.2028

---

[10]
ORCA calculation (ωB97M-V/def2-TZVPD) on a 2-piece molecular cluster, C3H8O overall at a distorted geometry.

```
12
Properties=species:S:1:pos:R:3:lowdin_charge:R:1
C 1.01842 -1.20699 -0.45965 -0.0231
C 1.18211 0.27800 -0.31764 -0.3844
O 0.49289 1.03030 0.33018 0.0047
H 1.63654 -1.63404 -1.24012 0.0651
H 0.92326 -1.83969 0.40416 0.0878
H 0.24676 -0.64297 -1.17821 0.1397
H 2.13194 0.66499 -0.72245 0.1201
C -2.18250 0.11585 0.46113 -0.0404
H -1.87011 0.41146 1.45961 0.0244
H -1.23342 -0.17282 0.02782 -0.0504
H -2.71193 -0.83636 0.48966 0.0252
H -2.55762 0.98646 -0.07111 0.0314
```

Properties
ΔE to the lowest compared entry with this formula, charge and spin (kcal/mol): 56.3
Multiplicity: 1
SMILES: CC=O.C
Frontier orbital gap (Eh): 0.3861
E_LUMO (eV): 0.917
E_tot (eV): -5285.7076

---

[11]
ORCA calculation (ωB97M-V/def2-TZVPD) on a 2-piece molecular cluster, C3H8O overall.

```
12
Properties=species:S:1:pos:R:3:lowdin_charge:R:1
C 1.71307 -0.01780 0.92411 -0.0521
C -1.08632 1.04431 0.41347 0.0126
O -1.38005 -0.16117 0.01621 -0.2254
C -1.25714 -0.39021 -1.39501 -0.0790
H 2.58140 -0.29720 0.32438 0.0226
H 2.03991 0.34403 1.90092 0.0252
H 1.06165 -0.88666 1.05413 0.0225
H 1.16230 0.77701 0.41152 -0.0129
H -1.17007 0.95243 1.52513 0.0271
H -1.28493 0.56875 -1.91318 0.0815
H -0.30149 -0.89137 -1.56704 0.0894
H -2.07831 -1.04211 -1.69463 0.0887
```

Properties
ΔE to the lowest compared entry with this formula, charge and spin (kcal/mol): 78.0
Multiplicity: 1
Frontier orbital gap (Eh): 0.3518
E_LUMO (eV): 0.895
E_tot (eV): -5284.7678

---

[12]
ORCA calculation (ωB97M-V/def2-TZVPD) on a 2-piece molecular cluster, C3H8O overall at a distorted geometry.

```
12
Properties=species:S:1:pos:R:3:lowdin_charge:R:1
C -0.56965 0.00891 -2.00370 -0.0033
C -1.31200 0.32747 -0.94482 -0.2918
O -0.89216 0.92920 0.19677 -0.0068
H -1.04410 -0.69229 -2.68868 0.0445
H 0.40185 0.23252 -2.42637 0.0523
H -2.27242 -0.17538 -0.99871 0.1051
H -1.65664 0.92325 0.77789 0.1002
C 1.45088 -0.33179 1.61639 -0.0567
H 0.60873 -0.01174 2.22109 0.0079
H 1.87931 0.58216 1.19932 0.0205
H 1.17920 -1.01029 0.81501 0.0139
H 2.22700 -0.78203 2.23582 0.0142
```

Properties
ΔE to the lowest compared entry with this formula, charge and spin (kcal/mol): 31.7
Multiplicity: 1
SMILES: C=CO.C
Frontier orbital gap (Eh): 0.3618
E_LUMO (eV): 0.746
E_tot (eV): -5286.7759

---

Q: Which value of ΔE to the lowest compared entry with this formula, charge and spin does entry 9 give?
A: 21.9 kcal/mol

---

Q: E_tot of number 9 (C3H8O)?
A: -5287.2028 eV

---

Q: E_tot of number 11 (C3H8O)?
A: -5284.7678 eV

---

Q: E_tot of number 6 (C3H8NS)?
A: -15563.6596 eV